Entry 1:
Below is 9 unconnected molecules or ions with the total composition C31H62F4N4O19 in a non-equilibrium geometry, with properties calculated with ωB97M-V/def2-TZVPD.

The geometry in ORCA input format:
```
! RIJCOSX wB97M-V def2-TZVPD def2/J DEFGRID3
* xyz 0 1
C 7.680 -13.320 19.299
N 6.733 -13.451 20.549
C 6.918 -12.153 21.446
C 5.268 -13.491 20.134
C 7.065 -14.662 21.415
C 6.954 -16.075 20.761
O 7.859 -16.312 19.717
H 7.543 -12.343 18.835
H 7.341 -14.125 18.646
H 8.690 -13.447 19.686
H 6.501 -11.299 20.912
H 7.976 -11.976 21.642
H 6.303 -12.247 22.341
H 5.094 -12.782 19.324
H 4.760 -13.122 21.024
H 4.930 -14.501 19.901
H 6.513 -14.557 22.349
H 8.107 -14.456 21.662
H 5.979 -16.274 20.315
H 7.030 -16.871 21.502
H 8.774 -16.219 19.990
C 8.578 -18.768 17.304
N 9.327 -20.000 17.885
C 8.445 -21.215 17.884
C 10.526 -20.360 16.970
C 9.741 -19.677 19.345
C 11.191 -19.148 19.622
O 11.509 -17.914 18.895
H 7.630 -18.803 17.840
H 8.475 -18.734 16.219
H 9.062 -17.863 17.673
H 8.193 -21.281 16.826
H 7.556 -20.964 18.464
H 8.946 -22.143 18.156
H 10.247 -20.522 15.929
H 11.145 -21.155 17.386
H 11.129 -19.453 17.007
H 9.641 -20.601 19.913
H 9.018 -19.022 19.832
H 11.944 -19.902 19.395
H 11.233 -18.991 20.700
H 11.068 -17.232 19.406
C 10.838 -14.847 20.573
O 10.629 -14.143 21.584
O 10.409 -15.987 20.467
O 11.523 -14.369 19.631
C 11.316 -12.780 26.667
C 10.866 -12.532 25.207
C 11.119 -11.150 24.716
O 10.542 -10.215 25.554
C 10.219 -8.979 24.905
N 11.533 -13.564 24.364
H 10.867 -11.982 27.258
H 12.375 -12.573 26.818
H 11.108 -13.815 26.939
H 9.806 -12.778 25.271
H 10.592 -11.090 23.764
H 12.183 -10.941 24.607
H 9.422 -9.199 24.194
H 11.011 -8.446 24.379
H 9.817 -8.208 25.563
H 11.234 -13.539 23.400
H 11.328 -14.511 24.651
C 14.804 -14.640 16.000
C 14.342 -14.831 17.477
C 15.496 -14.795 18.573
O 16.366 -15.879 18.242
C 17.659 -15.744 18.876
N 13.528 -13.691 17.754
H 14.010 -14.792 15.269
H 15.464 -15.483 15.795
H 15.401 -13.741 15.847
H 13.652 -15.672 17.559
H 15.108 -14.822 19.591
H 16.070 -13.869 18.537
H 18.266 -16.649 18.844
H 17.423 -15.423 19.891
H 18.326 -15.004 18.434
H 13.010 -14.001 18.563
H 12.883 -13.593 16.983
C 9.470 -15.003 16.780
C 10.870 -15.517 16.445
O 11.409 -14.531 15.669
C 10.393 -13.923 15.055
O 10.522 -13.153 14.092
O 9.189 -14.268 15.664
F 10.789 -16.674 15.699
H 9.621 -14.352 17.641
H 8.692 -15.761 16.872
H 11.389 -15.767 17.371
C 14.245 -18.122 20.541
C 13.515 -17.245 21.486
O 14.573 -16.434 21.923
C 15.698 -17.173 21.933
O 16.731 -16.803 22.489
O 15.461 -18.281 21.276
F 13.017 -17.727 22.567
H 14.515 -17.669 19.587
H 13.701 -19.045 20.340
H 12.799 -16.651 20.919
C 10.084 -16.478 23.714
C 9.551 -17.632 22.964
O 8.581 -18.006 23.892
C 8.946 -17.786 25.121
O 8.401 -18.251 26.140
O 9.995 -16.959 25.040
F 10.434 -18.597 22.769
H 9.414 -15.624 23.618
H 10.965 -16.048 23.237
H 9.175 -17.311 21.992
C 10.789 -11.285 19.158
C 10.526 -10.690 20.593
O 9.312 -10.032 20.354
C 9.241 -9.670 19.043
O 8.396 -8.938 18.559
O 10.185 -10.344 18.345
F 11.523 -9.818 20.900
H 10.373 -12.287 19.054
H 11.858 -11.212 18.962
H 10.397 -11.567 21.227
*
```

Computed properties:
**HOMO**: -7.29 eV
**M**: 870.84 g mol⁻¹

***

Entry 2:
Below is 4 unconnected molecules or ions with the total composition C31H64BN3O5, with properties calculated with ωB97M-V/def2-TZVPD.

The geometry in ORCA input format:
```
! RIJCOSX wB97M-V def2-TZVPD def2/J DEFGRID3
* xyz -1 4
C -6.300 -1.474 4.068
C -4.856 -0.999 3.970
C -4.459 -0.535 2.567
C -4.631 0.951 2.290
O -4.406 1.051 0.914
B -5.093 -0.190 0.349
O -5.251 -1.102 1.555
H -6.997 -0.715 3.717
H -6.451 -2.351 3.447
H -6.555 -1.725 5.099
H -4.693 -0.178 4.676
H -4.194 -1.802 4.292
H -3.402 -0.795 2.370
H -5.691 1.178 2.515
H -3.983 1.626 2.858
H -4.379 -0.731 -0.509
H -6.204 0.120 -0.112
C -0.304 -3.283 8.592
C -0.523 -2.810 7.153
C 0.807 -2.511 6.452
C 1.493 -1.253 6.976
C 0.564 -0.044 6.892
C -0.790 -0.261 7.579
N -1.364 -1.563 7.088
O -2.025 -1.448 5.999
C -0.650 -0.236 9.104
C -1.763 0.846 7.184
C -1.275 -3.912 6.413
H 0.031 -4.321 8.564
H 0.452 -2.719 9.131
H -1.236 -3.243 9.157
H 0.608 -2.389 5.384
H 1.457 -3.384 6.563
H 1.840 -1.401 8.003
H 2.387 -1.057 6.380
H 1.035 0.834 7.343
H 0.381 0.193 5.841
H -1.569 -0.585 9.578
H -0.477 0.795 9.415
H 0.178 -0.829 9.479
H -1.852 0.939 6.106
H -1.396 1.790 7.595
H -2.756 0.650 7.588
H -2.250 -4.085 6.868
H -0.689 -4.831 6.477
H -1.430 -3.660 5.368
C -0.290 1.030 -4.143
C -0.642 2.519 -4.100
C 0.363 3.302 -3.247
C 0.224 3.024 -1.752
C -1.204 3.273 -1.274
C -2.265 2.506 -2.077
N -2.011 2.770 -3.538
O -2.572 3.829 -3.996
C -2.237 1.018 -1.722
C -3.652 3.023 -1.722
C -0.617 3.032 -5.537
H 0.560 0.895 -4.814
H -0.003 0.623 -3.179
H -1.128 0.446 -4.523
H 0.201 4.370 -3.426
H 1.371 3.061 -3.600
H 0.527 1.998 -1.525
H 0.909 3.673 -1.201
H -1.318 2.982 -0.227
H -1.423 4.344 -1.340
H -2.840 0.431 -2.414
H -2.682 0.896 -0.733
H -1.235 0.596 -1.687
H -3.724 4.102 -1.845
H -3.850 2.750 -0.684
H -4.419 2.551 -2.337
H -1.370 2.522 -6.139
H 0.369 2.821 -5.957
H -0.810 4.100 -5.585
C 5.288 -1.843 -4.293
C 4.042 -1.535 -5.129
C 4.003 -2.379 -6.408
C 5.049 -1.960 -7.437
C 4.926 -0.476 -7.775
C 4.964 0.440 -6.545
N 3.979 -0.087 -5.538
O 2.786 0.347 -5.704
C 6.378 0.534 -5.966
C 4.526 1.851 -6.925
C 2.821 -1.827 -4.262
H 5.130 -2.793 -3.781
H 6.197 -1.944 -4.879
H 5.445 -1.073 -3.537
H 3.007 -2.280 -6.850
H 4.130 -3.429 -6.130
H 6.056 -2.190 -7.080
H 4.910 -2.545 -8.349
H 5.729 -0.168 -8.451
H 3.981 -0.306 -8.300
H 6.361 1.018 -4.989
H 6.984 1.144 -6.637
H 6.875 -0.425 -5.867
H 3.559 1.852 -7.419
H 5.272 2.273 -7.601
H 4.456 2.485 -6.041
H 2.809 -1.184 -3.381
H 2.872 -2.866 -3.934
H 1.894 -1.673 -4.805
*
```

Computed properties:
**HOMO (alpha / beta)**: -3.66 / -3.66 eV
**Expectation value of S²**: 3.76
**M**: 569.68 g mol⁻¹

***

Entry 3:
Below is a molecular structure, C31H65F12O28P5 in a non-equilibrium geometry, with properties calculated with ωB97M-V/def2-TZVPD.

The geometry in ORCA input format:
```
! RIJCOSX wB97M-V def2-TZVPD def2/J DEFGRID3
* xyz 0 1
C 0.679 5.132 -0.057
C 0.109 4.714 -1.423
O 1.215 4.652 -2.378
C 0.862 4.257 -3.534
O -0.251 4.009 -3.992
C 2.082 4.081 -4.457
F 3.213 4.275 -3.749
F 2.084 2.876 -5.098
F 2.075 5.041 -5.414
H 1.023 6.177 -0.026
H 1.517 4.490 0.162
H -0.118 4.922 0.654
H -0.655 5.444 -1.776
H -0.368 3.767 -1.298
C 6.172 -4.450 3.517
C 5.053 -3.445 3.216
O 3.780 -3.981 3.402
C 3.247 -3.951 4.652
O 3.630 -3.429 5.629
C 1.932 -4.744 4.558
F 1.090 -4.166 3.722
F 2.009 -6.021 4.148
F 1.373 -4.833 5.810
H 6.026 -4.952 4.455
H 7.086 -3.819 3.406
H 6.161 -5.177 2.756
H 5.184 -3.026 2.150
H 5.160 -2.530 3.823
C 8.900 5.227 3.171
C 7.929 4.832 4.282
O 6.607 5.175 3.874
C 6.055 4.300 3.043
O 6.511 3.259 2.752
C 4.630 4.667 2.706
F 3.948 4.580 3.894
F 4.485 5.901 2.228
F 4.013 3.781 1.865
H 9.883 5.173 3.595
H 8.843 6.284 2.864
H 8.807 4.549 2.317
H 8.124 5.277 5.207
H 8.082 3.713 4.325
C -0.789 0.838 -4.416
C -0.114 0.604 -3.052
O 1.376 0.778 -3.179
C 2.191 -0.039 -2.565
O 1.917 -1.121 -2.012
C 3.619 0.522 -2.631
F 4.150 0.332 -3.853
F 3.697 1.883 -2.396
F 4.421 -0.069 -1.749
H -1.898 0.666 -4.358
H -0.507 0.060 -5.118
H -0.731 1.811 -4.860
H -0.322 -0.433 -2.794
H -0.430 1.317 -2.274
C 0.843 -3.819 -0.136
O 1.761 -4.921 -0.182
P 3.296 -4.806 -0.361
O 3.875 -3.653 0.305
O 3.677 -6.249 0.108
C 3.529 -6.665 1.485
O 3.668 -4.780 -1.855
C 5.021 -4.991 -2.275
H 1.418 -2.922 0.072
H 0.213 -4.073 0.756
H 0.224 -3.736 -1.052
H 2.476 -6.899 1.605
H 3.871 -5.905 2.181
H 4.125 -7.545 1.704
H 5.193 -4.359 -3.157
H 5.162 -6.083 -2.451
H 5.688 -4.624 -1.458
C -3.892 -4.531 -1.571
O -3.504 -3.274 -2.045
P -2.800 -3.034 -3.444
O -2.861 -1.668 -3.985
O -1.294 -3.514 -3.132
C -0.158 -2.962 -3.870
O -3.484 -4.116 -4.375
C -4.163 -3.755 -5.576
H -3.001 -5.061 -1.288
H -4.347 -5.118 -2.350
H -4.697 -4.402 -0.788
H 0.189 -3.742 -4.508
H 0.606 -2.659 -3.129
H -0.491 -2.099 -4.436
H -3.395 -3.806 -6.294
H -4.597 -2.778 -5.557
H -4.943 -4.480 -5.751
C -1.751 -1.057 -0.298
O -1.298 -0.494 0.946
P -0.112 0.531 1.015
O 0.079 1.235 -0.284
O -0.433 1.374 2.301
C -1.473 2.308 2.224
O 1.142 -0.307 1.589
C 2.451 0.363 1.572
H -0.884 -1.443 -0.832
H -2.203 -0.313 -0.958
H -2.486 -1.791 0.002
H -1.381 2.955 1.328
H -1.380 2.973 3.063
H -2.467 1.852 2.239
H 2.861 0.493 2.576
H 2.333 1.309 1.040
H 3.022 -0.339 1.041
C -5.651 -0.142 5.049
O -6.199 -0.598 3.834
P -6.091 0.596 2.740
O -4.957 1.473 2.923
O -6.284 -0.265 1.361
C -4.962 -0.787 0.802
O -7.420 1.341 2.779
C -8.784 1.078 2.248
H -6.212 0.685 5.500
H -4.665 0.306 4.910
H -5.597 -0.919 5.745
H -4.133 -0.061 0.733
H -5.179 -1.068 -0.229
H -4.721 -1.629 1.431
H -8.999 -0.005 2.357
H -8.799 1.590 1.309
H -9.418 1.603 2.968
C -5.712 4.363 1.080
O -5.791 4.195 -0.360
P -4.698 3.292 -1.056
O -3.468 3.230 -0.252
O -5.648 2.022 -1.237
C -5.262 1.033 -2.191
O -4.500 3.645 -2.606
C -3.263 4.266 -2.987
H -6.551 4.942 1.369
H -4.811 4.919 1.301
H -5.747 3.427 1.584
H -4.333 0.568 -1.910
H -5.192 1.422 -3.179
H -6.025 0.330 -2.023
H -2.431 3.597 -2.902
H -3.116 5.268 -2.517
H -3.372 4.483 -4.049
*
```

Computed properties:
**Relative energy (zero: lowest compared OMol25 entry of this formula, charge and spin)**: 0.00 kcal per mole
**HOMO**: -10.17 eV
**M**: 1268.68 g mol⁻¹

***

Entry 4:
Below is 3 unconnected molecules or ions with the total composition C31H66BN2O13P in a non-equilibrium geometry, with properties calculated with ωB97M-V/def2-TZVPD.

The geometry in ORCA input format:
```
! RIJCOSX wB97M-V def2-TZVPD def2/J DEFGRID3
* xyz 0 1
C 6.208 3.036 0.586
C 6.342 1.505 0.528
C 5.199 0.826 -0.252
C 5.629 -0.420 -1.051
C 4.840 -1.654 -0.634
C 5.267 -2.883 -1.439
N 6.728 -3.029 -1.505
C 7.293 -2.758 -2.820
O 3.483 -1.323 -0.906
C 2.402 -1.936 -0.218
C 2.775 -2.959 0.843
C 3.271 -2.281 2.142
C 2.879 -2.906 3.413
O 4.286 -2.940 2.798
C 1.346 -2.453 -1.242
C 1.514 -1.795 -2.608
C 1.316 -0.301 -2.603
O 1.036 0.379 -1.673
O 1.441 0.253 -3.847
O 0.117 -2.150 -0.635
C -1.083 -2.625 -1.272
C -1.943 -1.419 -1.655
C -2.071 -0.362 -0.549
N -3.459 0.076 -0.411
C -3.662 1.323 0.376
C -2.554 1.719 1.345
C -4.295 -0.973 0.064
C -4.277 -1.331 1.532
O -5.004 -1.584 -0.680
B -1.816 -3.649 -0.277
O -1.601 -3.557 1.085
O -2.563 -4.698 -0.694
C -3.226 -4.661 -1.968
C -3.994 -5.954 -2.136
P 1.460 -4.285 -1.580
O 0.972 -4.673 -2.928
H 6.446 3.421 1.576
H 6.893 3.516 -0.108
H 5.187 3.335 0.366
H 6.311 1.138 1.553
H 7.307 1.213 0.120
H 4.448 0.529 0.479
H 4.713 1.555 -0.896
H 6.676 -0.602 -0.827
H 5.497 -0.252 -2.120
H 5.063 -1.795 0.426
H 4.859 -2.741 -2.446
H 4.866 -3.797 -1.008
H 6.951 -3.988 -1.282
H 7.216 -1.703 -3.068
H 6.836 -3.347 -3.623
H 8.353 -3.000 -2.802
H 1.854 -1.150 0.303
H 1.861 -3.479 1.131
H 3.551 -3.661 0.563
H 3.295 -1.190 2.131
H 3.117 -2.482 4.377
H 2.590 -3.947 3.436
H 0.818 -2.226 -3.327
H 2.501 -1.992 -3.023
H 2.224 -0.119 -4.270
H -0.882 -3.167 -2.198
H -2.920 -1.745 -2.006
H -1.469 -0.953 -2.521
H -1.643 -0.758 0.381
H -1.465 0.494 -0.824
H -3.884 2.123 -0.326
H -4.573 1.180 0.961
H -2.944 2.468 2.031
H -2.186 0.887 1.936
H -1.736 2.196 0.811
H -5.262 -1.165 1.957
H -4.078 -2.399 1.607
H -3.534 -0.776 2.097
H -1.700 -2.662 1.419
H -2.508 -4.523 -2.777
H -3.927 -3.828 -1.955
H -4.278 -6.107 -3.173
H -3.390 -6.782 -1.776
H -4.887 -5.926 -1.515
H 0.716 -4.877 -0.542
H 2.790 -4.681 -1.364
C -1.550 4.344 5.020
O -2.064 3.112 4.541
C -1.407 1.979 5.086
C -2.161 1.387 6.258
O -2.253 2.274 7.356
C -3.475 2.989 7.415
H -2.304 5.108 4.836
H -1.338 4.307 6.090
H -0.635 4.614 4.482
H -0.384 2.234 5.378
H -1.352 1.226 4.293
H -1.617 0.503 6.605
H -3.159 1.065 5.941
H -4.264 2.365 7.850
H -3.793 3.333 6.429
H -3.320 3.852 8.059
C -5.566 6.027 -4.416
O -4.243 6.520 -4.296
C -3.815 6.685 -2.956
C -3.003 5.512 -2.450
O -3.750 4.309 -2.402
C -3.555 3.478 -3.537
H -5.676 5.626 -5.423
H -5.771 5.233 -3.696
H -6.292 6.835 -4.276
H -4.673 6.861 -2.299
H -3.182 7.578 -2.930
H -2.683 5.732 -1.427
H -2.105 5.379 -3.061
H -2.624 2.911 -3.432
H -3.523 4.056 -4.462
H -4.386 2.776 -3.583
*
```

Computed properties:
**HOMO**: -8.84 eV
**SMILES string**: CCCC[C@H](CNC)O[C@H](C[C@H]1CO1)[C@](CC(=O)O)(O[C@H](CCN(CC)C(C)=O)B(O)OCC)[PH2]=O.COCCOC.COCCOC
**M**: 716.66 g mol⁻¹